1.
Molecular formula: C6H10F2O2
Method: DFT, ωB97M-V with the def2-TZVPD basis set

Atoms and positions in Å:
C1 -1.3416 -0.0482 -0.3932
C2 -1.0152 1.3315 0.1113
C3 -0.8233 -1.2253 0.5474
C4 0.3406 1.8908 -0.2609
C5 0.5304 -1.4592 0.0727
C6 1.4019 0.8546 -0.0550
O1 1.3723 -2.1182 0.9254
O2 0.5171 -1.8911 -1.2012
F1 2.3527 0.5711 -0.9350
F2 1.9614 0.9469 1.1975
H1 -2.4971 -0.1096 -0.5035
H2 -0.9464 -0.1972 -1.3528
H3 -1.7838 1.9241 -0.3127
H4 -1.1627 1.5159 1.2137
H5 -0.7901 -0.8244 1.5139
H6 -1.3381 -2.1780 0.4201
H7 0.1864 2.1711 -1.2854
H8 0.5373 2.9168 0.1318
H9 1.1154 -1.8872 1.7592
H10 1.3827 -2.1846 -1.5935

energy relative to the best compared isomer or geometry (same formula, charge and spin)	125.4	kJ/mol
E_LUMO (spin up / spin down)	0.7 / 0.8	eV
orbital gap (spin up / spin down)	7.92 / 7.82	eV
largest force on an atom	0.089	Eh/bohr

Löwdin atomic charge list, values in e, 4 entries:
1. C -0.16
2. C -0.23
3. C -0.10
4. C -0.14


2.
Molecular formula: C6H10F3NO2S2
Method: DFT, ωB97M-V with the def2-TZVPD basis set

Atoms and positions in Å:
C1 -0.5457 -0.9364 0.3766
C2 -0.4026 -0.6941 -1.0541
C3 -0.7942 0.2907 1.2686
C4 0.8058 0.2235 -1.3674
C5 0.1044 1.5035 1.0111
C6 4.3184 0.6100 0.0185
N1 2.1087 -0.6076 -1.0756
O1 2.5760 -0.3676 1.4789
O2 3.6893 -2.0360 0.0618
F1 4.9654 0.4977 1.2111
F2 3.7846 1.8075 0.0244
F3 5.2204 0.5762 -0.9289
S1 0.2817 1.9058 -0.7903
S2 3.1037 -0.7609 0.2217
H1 -1.4860 -1.5609 0.5985
H2 0.2494 -1.5143 1.0285
H3 -0.2925 -1.5260 -1.7205
H4 -1.2984 -0.2328 -1.4793
H5 -1.8056 0.7973 1.1362
H6 -0.6954 -0.0677 2.3877
H7 2.0611 -1.3946 -1.6402
H8 0.8593 0.3538 -2.4939
H9 -0.2023 2.3245 1.6068
H10 1.1365 1.2307 1.2252

spin multiplicity	3
energy relative to the best compared isomer or geometry (same formula, charge and spin)	0.0	kJ/mol
E_LUMO (spin up / spin down)	0.4 / -2.7	eV
orbital gap (spin up / spin down)	4.91 / 7.84	eV
largest force on an atom	0.100	Eh/bohr

Löwdin atomic charge list, values in e, 4 entries:
1. C -0.25
2. C -0.26
3. C -0.26
4. C -0.54


3.
Molecular formula: C6H10FN
Method: DFT, ωB97M-V with the def2-TZVPD basis set

Atoms and positions in Å:
C1 1.0733 1.7725 -0.0441
C2 0.6692 0.3588 0.1484
C3 1.6279 -0.7895 0.4876
C4 -0.7831 0.3883 0.1132
C5 -1.5080 -0.8968 0.0502
C6 -2.8047 -1.2724 -0.1498
H1 1.9784 2.0268 -0.6747
H2 1.4352 2.1149 0.8884
H3 0.2438 2.4223 -0.5067
H4 1.1602 -1.7121 0.7935
H5 2.2548 -0.5229 1.2646
H6 2.4015 -1.8209 -1.1542
H7 3.4398 -1.5326 0.0129
H8 -0.9030 -1.6767 0.6029
H9 -3.5329 -0.5183 -0.6160
H10 -3.1915 -2.3567 0.0348
N1 2.6906 -0.9828 -0.5259
F1 -1.5299 1.4545 -0.0663

SMILES string	C=C/C(F)=C(/C)CN
energy relative to the best compared isomer or geometry (same formula, charge and spin)	247.2	kJ/mol
E_LUMO	0.6	eV
orbital gap	8.76	eV
largest force on an atom	0.114	Eh/bohr

Löwdin atomic charge list, values in e, 4 entries:
1. C -0.09
2. C -0.16
3. C -0.25
4. C -0.27


4.
Molecular formula: C6H10HoO6
Method: DFT, ωB97M-V with the def2-TZVPD basis set

Atoms and positions in Å:
O1 0.7961 -1.8096 -2.1844
C1 0.2375 -0.7752 -1.9362
O2 -0.7368 -0.5768 -1.0429
C2 -0.6872 -1.3577 0.2008
C3 -1.6086 -0.7675 1.2412
C4 -1.2611 0.6120 1.8176
C5 0.2079 0.9513 1.9479
O3 0.8485 -0.0201 2.7855
C6 2.1428 0.1405 2.9977
O4 2.8249 1.0428 2.5743
O5 2.5817 -0.8730 3.7330
H1 0.3618 -1.3717 0.5151
H2 -1.0153 -2.3638 -0.0808
H3 -1.6026 -1.5166 2.0458
H4 -2.6354 -0.7471 0.8488
H5 -1.7442 0.7048 2.7998
H6 -1.7002 1.4086 1.2014
H7 0.3267 1.9436 2.4013
H8 0.7159 0.9646 0.9738
H9 3.5350 -0.7864 3.8610
Ho1 -1.8188 1.2943 -2.5597
O6 -0.1789 -0.0817 -3.0185
H10 0.1152 -0.7571 -3.7822

spin multiplicity	5
total charge	+3
E_LUMO (spin up / spin down)	-12.3 / -15.7	eV
orbital gap (spin up / spin down)	9.80 / 4.31	eV
largest force on an atom	0.138	Eh/bohr

Löwdin atomic charge list, values in e, 4 entries:
1. O 0.26
2. C -0.58
3. O -0.08
4. C -0.09


5.
Molecular formula: C6H10IN2O8S2
Method: DFT, ωB97M-V with the def2-TZVPD basis set

Atoms and positions in Å:
O1 0.4658 -3.1766 2.6681
N1 -0.3443 -2.9821 1.7576
O2 0.2287 -3.5284 0.6714
S1 1.0022 -2.3027 -0.2910
O3 2.1203 -3.0861 -1.0842
O4 -0.1417 -1.7892 -1.2503
N2 1.6260 -0.9782 0.6574
S2 2.6527 0.0890 -0.2895
O5 4.1256 -0.3110 0.0353
O6 2.4468 1.5213 0.3409
C1 2.3523 0.0397 -2.1328
C2 3.1299 1.1783 -3.0130
O7 3.6343 0.7691 -4.2104
I1 3.4061 3.2874 -2.5160
H1 1.1855 0.2168 -2.2933
H2 2.6886 -1.0089 -2.5556
C3 -3.3468 0.8652 0.6749
C4 -2.3556 1.9786 0.8952
C5 -1.3671 1.3395 1.8460
O8 -1.3528 -0.0639 1.5499
C6 -2.4558 -0.3577 0.6814
H3 -3.9243 0.9669 -0.2473
H4 -4.0483 0.8209 1.5165
H5 -1.8586 2.2251 -0.0505
H6 -2.8023 2.8925 1.2950
H7 -1.6838 1.4580 2.8876
H8 -0.3583 1.7485 1.7392
H9 -2.0507 -0.5584 -0.3165
H10 -2.9745 -1.2533 1.0340

total charge	-1
E_LUMO	1.7	eV
orbital gap	7.80	eV
largest force on an atom	0.175	Eh/bohr

Löwdin atomic charge list, values in e, 4 entries:
1. O 0.03
2. N -0.06
3. O -0.26
4. S 0.76


6.
Molecular formula: C6H10IN3
Method: DFT, ωB97M-V with the def2-TZVPD basis set

Atoms and positions in Å:
C1 0.9660 -3.1730 0.3036
C2 0.5852 -1.1537 0.0640
C3 -0.2201 2.5344 -0.3117
C4 -1.8252 0.5771 -0.2837
C5 0.6267 0.2569 0.1424
C6 -0.4053 1.0734 -0.5481
N1 -0.0450 -3.0947 -0.4202
N2 -0.3518 -1.8536 -0.6119
N3 1.4932 -1.9442 0.6358
I1 2.6164 0.9190 0.1095
H1 1.4182 -4.0137 0.7961
H2 0.7820 2.8927 -0.5341
H3 -0.5419 2.7648 0.7577
H4 -0.9251 3.0229 -1.0775
H5 -2.6178 1.0252 -0.8276
H6 -2.2018 0.7145 0.8181
H7 -1.9361 -0.5332 -0.4034
H8 0.3643 0.6857 1.8495
H9 -0.0714 0.8916 -1.6701
H10 2.2894 -1.5920 1.2117

energy relative to the best compared isomer or geometry (same formula, charge and spin)	383.5	kJ/mol
E_LUMO	-0.3	eV
orbital gap	8.60	eV
largest force on an atom	0.108	Eh/bohr

Löwdin atomic charge list, values in e, 4 entries:
1. C -0.20
2. C -0.51
3. C -0.16
4. C -0.09


7.
Molecular formula: C6H10INO
Method: DFT, ωB97M-V with the def2-TZVPD basis set

Atoms and positions in Å:
C1 1.6327 1.0055 -0.4499
C2 0.3180 -1.0318 -0.5475
C3 1.7118 -1.4345 -0.1174
C4 0.2313 0.4597 -0.0946
C5 0.0239 0.6776 1.3456
C6 -0.8272 1.2461 -0.9034
N1 2.6099 -0.4134 -0.5666
O1 1.9694 2.1105 -0.5724
I1 4.3744 0.1261 0.4065
H1 0.4053 -1.0135 -1.6463
H2 -0.4955 -1.6532 -0.3820
H3 1.7540 -1.5703 0.9848
H4 2.1394 -2.2735 -0.6307
H5 0.6632 0.0501 2.0480
H6 -1.0424 0.3392 1.6963
H7 0.1969 1.6951 1.4900
H8 -0.8767 0.8932 -1.8518
H9 -0.6160 2.3339 -1.0223
H10 -1.7597 1.2438 -0.3267

SMILES string	CC1(C)CCN(I)C1=O
energy relative to the best compared isomer or geometry (same formula, charge and spin)	0.0	kJ/mol
E_LUMO	-0.1	eV
orbital gap	8.57	eV
largest force on an atom	0.110	Eh/bohr

Löwdin atomic charge list, values in e, 4 entries:
1. C -0.39
2. C -0.10
3. C -0.35
4. C -0.50


8.
Molecular formula: C6H10N
Method: DFT, ωB97M-V with the def2-TZVPD basis set

Atoms and positions in Å:
C1 1.4241 2.0910 -0.3501
C2 2.2378 -1.2191 -0.2211
C3 1.8141 -0.9149 0.8454
C4 -2.4822 -0.7323 0.0248
C5 -1.0433 -0.5158 -0.4376
C6 -0.1586 0.3837 0.3854
N1 0.4741 1.4053 0.0052
H1 1.2416 3.1071 -0.5199
H2 2.6156 -1.2451 -1.1839
H3 2.4930 1.6516 -0.3734
H4 1.5679 -0.6960 1.8585
H5 -3.1530 -0.9766 -0.8881
H6 -2.3010 -1.5974 0.7385
H7 -2.7931 0.2064 0.5160
H8 -1.0213 -0.0359 -1.4075
H9 -0.6403 -1.4897 -0.5191
H10 -0.2755 0.5778 1.5270

energy relative to the best compared isomer or geometry (same formula, charge and spin)	359.9	kJ/mol
total charge	+1
E_LUMO	-4.6	eV
orbital gap	10.38	eV
largest force on an atom	0.067	Eh/bohr

Löwdin atomic charge list, values in e, 4 entries:
1. C 0.14
2. C 0.08
3. C 0.00
4. C -0.07


9.
Molecular formula: C6H10N
Method: DFT, ωB97M-V with the def2-TZVPD basis set

Atoms and positions in Å:
C1 -1.5793 -0.7772 0.3342
C2 -0.2190 -0.3624 0.6168
C3 -1.8800 -0.5890 -1.0247
C4 0.5082 0.2501 -0.3829
C5 0.3786 -0.5644 2.0479
C6 1.8078 0.9381 -0.4773
N1 -0.4332 0.2196 -1.5292
H1 -2.9268 -0.3230 -1.3088
H2 -2.2729 -1.3996 0.8021
H3 -0.2974 -0.5968 2.8586
H4 1.0548 0.3155 2.2186
H5 0.9607 -1.4603 1.7850
H6 2.5705 0.3902 -1.0404
H7 2.1984 0.9606 0.4456
H8 1.3965 1.8196 -1.0100
H9 -0.2134 0.1604 -2.5216
H10 -1.0536 1.0186 -1.8140

SMILES string	CC1=C(C)[NH2+]C=C1
energy relative to the best compared isomer or geometry (same formula, charge and spin)	256.4	kJ/mol
total charge	+1
E_LUMO	-4.4	eV
orbital gap	9.20	eV
largest force on an atom	0.117	Eh/bohr

Löwdin atomic charge list, values in e, 4 entries:
1. C 0.01
2. C -0.19
3. C 0.11
4. C -0.20


10.
Molecular formula: C6H10N
Method: DFT, ωB97M-V with the def2-TZVPD basis set

Atoms and positions in Å:
C1 1.3362 -2.8653 -1.2897
C2 -0.3555 -0.0091 0.8927
C3 -0.3325 0.9150 0.0440
C4 -0.2743 -0.9987 1.8108
C5 -1.2504 2.1582 -0.0408
C6 0.6931 0.9055 -1.1037
N1 1.0847 -2.3649 -0.2918
H1 1.3886 -3.2023 -2.1962
H2 -0.0252 -1.9555 1.2737
H3 -1.2092 -1.3819 2.2036
H4 0.5250 -0.8670 2.5243
H5 -2.0797 2.0803 -0.7152
H6 -0.7217 3.0634 -0.2183
H7 -1.6870 2.1951 0.9436
H8 1.4744 1.6115 -0.7392
H9 0.1361 0.8306 -2.0798
H10 1.2976 -0.1149 -1.0179

energy relative to the best compared isomer or geometry (same formula, charge and spin)	319.4	kJ/mol
total charge	+1
E_LUMO	-5.6	eV
orbital gap	9.48	eV
largest force on an atom	0.104	Eh/bohr

Löwdin atomic charge list, values in e, 4 entries:
1. C 0.07
2. C 0.10
3. C -0.26
4. C -0.02


11.
Molecular formula: C6H10N
Method: DFT, ωB97M-V with the def2-TZVPD basis set

Atoms and positions in Å:
C1 0.7556 0.0960 -0.7526
C2 0.5502 -1.2481 -0.6366
C3 1.1595 0.6312 -1.9455
C4 0.4402 -2.5232 -0.6355
C5 0.5568 1.0329 0.4290
C6 -1.7412 0.2129 0.6885
N1 -0.5017 0.5526 1.3688
H1 1.2813 1.6919 -2.0604
H2 1.4082 0.0047 -2.7808
H3 -0.4993 -3.0507 -0.7334
H4 1.3107 -3.1649 -0.5435
H5 1.4978 1.1527 0.9759
H6 0.2607 2.0063 0.0345
H7 -2.2246 1.0178 0.1710
H8 -2.3455 -0.5425 1.1490
H9 -0.1652 -0.2925 1.8439
H10 -0.6325 1.2884 2.0846

energy relative to the best compared isomer or geometry (same formula, charge and spin)	374.3	kJ/mol
total charge	+1
E_LUMO (spin up / spin down)	-5.1 / -4.1	eV
orbital gap (spin up / spin down)	6.28 / 9.87	eV
largest force on an atom	0.027	Eh/bohr

Löwdin atomic charge list, values in e, 4 entries:
1. C -0.34
2. C -0.03
3. C 0.11
4. C 0.06


12.
Molecular formula: C6H10N
Method: DFT, ωB97M-V with the def2-TZVPD basis set

Atoms and positions in Å:
C1 -2.4711 -0.2927 -1.4078
C2 1.3019 1.0412 0.1368
C3 -2.2773 0.9587 -2.1295
C4 0.1685 0.3791 -0.1383
C5 -0.2397 -0.9018 0.4566
C6 2.3050 0.5634 1.1256
N1 -1.3291 0.6527 -1.3112
H1 -3.1877 -0.3169 -0.5943
H2 -2.3177 -1.2292 -1.9324
H3 1.5399 1.9713 -0.3635
H4 -2.5711 1.7133 -2.8229
H5 -1.2403 -1.2315 0.2050
H6 -0.2160 -0.8071 1.5439
H7 0.4471 -1.6895 0.1413
H8 3.1983 0.2481 0.5850
H9 1.9571 -0.2587 1.7410
H10 2.5877 1.4065 1.7556

energy relative to the best compared isomer or geometry (same formula, charge and spin)	368.5	kJ/mol
total charge	+1
E_LUMO	-4.5	eV
orbital gap	9.77	eV
largest force on an atom	0.063	Eh/bohr

Löwdin atomic charge list, values in e, 4 entries:
1. C -0.08
2. C -0.09
3. C 0.10
4. C 0.00